This record from the OMol25 dataset describes a single C21H27BrN2O3 molecule. The level of theory is wB97M-V/def2-TZVPD.

Geometry (Å):
C: -0.322 4.286 2.019
O: -0.930 3.014 2.091
C: -0.614 2.043 1.189
C: -1.580 1.058 1.028
C: -1.428 -0.024 0.174
C: -2.551 -1.019 0.064
N: -3.789 -0.334 -0.278
C: -3.809 0.294 -1.585
C: -3.760 -0.639 -2.811
C: -4.974 -1.564 -2.850
C: -3.692 0.201 -4.082
C: -0.249 -0.089 -0.548
Br: 0.082 -1.488 -1.790
C: 0.748 0.862 -0.401
C: 0.590 1.932 0.467
O: 1.566 2.880 0.682
C: 2.813 2.720 0.044
C: 3.555 1.447 0.479
O: 4.338 0.876 -0.246
N: 3.262 1.077 1.740
C: 3.576 -0.240 2.260
C: 2.374 -1.143 2.124
C: 1.230 -0.888 2.871
C: 0.101 -1.671 2.715
C: 0.108 -2.723 1.814
C: 1.242 -2.980 1.063
C: 2.367 -2.187 1.211
H: 0.698 4.276 2.412
H: -0.941 4.934 2.640
H: -0.309 4.669 0.997
H: -2.497 1.155 1.587
H: -2.702 -1.483 1.044
H: -2.281 -1.815 -0.645
H: -4.569 -0.977 -0.195
H: -2.959 0.983 -1.626
H: -4.725 0.891 -1.633
H: -2.854 -1.251 -2.759
H: -5.895 -0.983 -2.863
H: -4.995 -2.227 -1.986
H: -4.946 -2.184 -3.743
H: -4.575 0.830 -4.171
H: -3.635 -0.440 -4.959
H: -2.813 0.842 -4.071
H: 1.657 0.747 -0.970
H: 2.722 2.726 -1.048
H: 3.399 3.594 0.345
H: 2.537 1.588 2.224
H: 3.874 -0.141 3.308
H: 4.416 -0.621 1.675
H: 1.222 -0.075 3.584
H: -0.782 -1.460 3.299
H: -0.770 -3.340 1.693
H: 1.247 -3.791 0.351
H: 3.245 -2.378 0.612

Output
LUMO (eV): 0.7
SMILES: COc1cc(CNCC(C)C)c(Br)cc1OCC(=O)NCc1ccccc1
Frontier orbital gap (Eh): 0.32732
E_tot (eV): -101380.4052
ΔE to the lowest compared entry with this formula, charge and spin (eV): 0.465
Charge: 0